1.
{"formula": "C32H33F3N6O5SY", "method": "wB97M-V/def2-TZVPD", "homo_ev": -3.860, "lumo_ev": 2.4, "orbital_gap_ev": 6.2, "fmax_ev_per_a": 0.2, "total_charge": -1, "elements": ["Y", "C", "N", "C", "C", "C", "C", "C", "C", "N", "C", "C", "C", "C", "C", "C", "N", "C", "C", "C", "C", "C", "N", "H", "H", "H", "H", "H", "H", "H", "H", "H", "H", "H", "H", "H", "H", "H", "H", "H", "H", "C", "C", "O", "C", "C", "C", "N", "N", "C", "O", "C", "C", "C", "C", "C", "C", "H", "H", "H", "H", "H", "H", "H", "H", "H", "H", "H", "H", "C", "H", "H", "H", "F", "C", "F", "F", "S", "O", "O", "O"], "coordinates": [[0.382, 0.857, 0.017], [3.013, -1.466, 0.149], [1.689, -1.494, 0.774], [0.929, -2.648, 0.299], [0.549, -2.548, -1.154], [0.153, -3.684, -1.847], [-0.248, -3.551, -3.165], [-0.223, -2.294, -3.746], [0.196, -1.219, -2.979], [0.572, -1.342, -1.709], [1.812, -1.559, 2.232], [0.676, -0.901, 2.969], [0.080, -1.507, 4.062], [-0.884, -0.804, 4.771], [-1.204, 0.479, 4.374], [-0.570, 1.006, 3.256], [0.340, 0.327, 2.563], [3.744, -0.201, 0.502], [5.124, -0.177, 0.630], [5.744, 1.019, 0.947], [4.964, 2.146, 1.137], [3.593, 2.037, 0.982], [2.990, 0.887, 0.672], [3.614, -2.340, 0.445], [2.888, -1.493, -0.935], [1.501, -3.575, 0.466], [0.004, -2.698, 0.876], [0.148, -4.648, -1.352], [-0.578, -4.415, -3.728], [-0.530, -2.138, -4.771], [0.213, -0.215, -3.378], [1.926, -2.599, 2.570], [2.721, -1.029, 2.524], [0.365, -2.513, 4.344], [-1.378, -1.259, 5.621], [-1.952, 1.062, 4.892], [-0.824, 1.983, 2.868], [5.695, -1.083, 0.475], [6.821, 1.068, 1.042], [5.405, 3.103, 1.379], [2.939, 2.890, 1.091], [-3.731, 3.360, 1.275], [-2.760, 2.597, 0.396], [-1.996, 1.782, 0.985], [-2.720, 2.888, -0.969], [-1.734, 2.235, -1.754], [-0.876, 3.042, -2.692], [-1.460, 0.956, -1.634], [-2.523, 0.160, -1.181], [-2.246, -0.677, -0.241], [-1.138, -0.773, 0.428], [-3.319, -1.659, 0.112], [-4.475, -1.789, -0.657], [-5.442, -2.722, -0.318], [-5.273, -3.539, 0.795], [-4.129, -3.409, 1.568], [-3.159, -2.475, 1.228], [-3.178, 3.883, 2.059], [-4.330, 4.076, 0.713], [-4.397, 2.642, 1.760], [-3.192, 3.795, -1.327], [-1.508, 3.766, -3.211], [-0.121, 3.605, -2.138], [-0.378, 2.407, -3.422], [-4.590, -1.144, -1.517], [-6.335, -2.815, -0.926], [-6.030, -4.269, 1.057], [-3.992, -4.036, 2.442], [-2.265, -2.350, 1.827], [0.645, 3.246, 0.651], [-0.308, 3.768, 0.499], [1.397, 3.803, 0.070], [0.904, 3.392, 1.715], [3.724, 1.817, -5.026], [2.627, 1.896, -4.262], [1.663, 1.182, -4.864], [2.234, 3.171, -4.238], [2.980, 1.266, -2.570], [3.417, -0.091, -2.790], [3.959, 2.189, -2.062], [1.658, 1.363, -1.942]]}

2.
{"formula": "C32H33F6N6O11S3Ti", "method": "wB97M-V/def2-TZVPD", "homo_ev": [-3.818, -3.817], "lumo_ev": [2.2, 2.2], "orbital_gap_ev": [6.0, 6.0], "fmax_ev_per_a": 2.5, "total_charge": -1, "elements": ["Ti", "C", "C", "N", "C", "C", "N", "C", "O", "O", "C", "O", "O", "H", "H", "H", "H", "H", "F", "C", "F", "F", "S", "O", "O", "N", "S", "O", "O", "C", "F", "F", "F", "C", "O", "C", "C", "C", "C", "C", "C", "N", "C", "N", "C", "C", "C", "C", "C", "C", "O", "C", "N", "C", "C", "C", "C", "C", "C", "O", "C", "H", "H", "H", "H", "H", "H", "H", "H", "H", "H", "H", "H", "H", "H", "H", "H", "H", "H", "H", "H", "H", "H", "C", "S", "C", "H", "H", "H", "H", "H", "H"], "coordinates": [[-0.261, -0.684, 0.901], [3.775, -0.232, 1.884], [3.079, -1.534, 1.718], [1.800, -1.675, 1.416], [1.547, -3.029, 1.371], [2.697, -3.718, 1.642], [3.659, -2.754, 1.853], [3.076, -5.161, 1.752], [2.104, -6.031, 1.593], [4.239, -5.445, 1.983], [0.135, -3.517, 1.151], [-0.101, -4.740, 1.208], [-0.694, -2.578, 0.966], [3.048, 0.511, 2.203], [4.215, 0.109, 0.945], [4.569, -0.301, 2.629], [4.616, -2.969, 2.083], [1.207, -5.571, 1.442], [1.095, 4.445, 3.119], [1.168, 3.164, 3.469], [2.382, 2.714, 3.130], [1.051, 3.088, 4.789], [-0.163, 2.182, 2.563], [0.606, 1.125, 1.902], [-0.833, 3.172, 1.799], [-1.052, 1.601, 3.736], [-1.056, 0.076, 4.098], [-1.057, -0.800, 2.934], [-1.987, -0.219, 5.132], [0.585, -0.323, 4.902], [0.475, -0.217, 6.224], [0.939, -1.569, 4.604], [1.568, 0.490, 4.496], [3.224, 0.164, -3.719], [2.991, 1.567, -3.698], [2.953, 2.251, -2.517], [3.378, 3.580, -2.610], [3.405, 4.401, -1.500], [3.017, 3.906, -0.260], [2.577, 2.599, -0.174], [2.513, 1.752, -1.282], [1.957, 0.454, -1.187], [0.557, 0.291, -0.905], [-0.209, 1.471, -1.071], [-1.520, 1.454, -0.639], [-1.896, 0.532, 0.340], [-3.227, 0.556, 0.771], [-4.141, 1.459, 0.261], [-3.743, 2.382, -0.712], [-2.438, 2.378, -1.163], [-1.922, 3.242, -2.113], [-2.806, 4.175, -2.680], [0.005, -0.931, -1.128], [-0.947, -1.158, -2.115], [-2.018, -2.006, -1.867], [-3.014, -2.233, -2.803], [-2.956, -1.603, -4.035], [-1.873, -0.780, -4.328], [-0.865, -0.579, -3.395], [0.275, 0.129, -3.676], [0.287, 0.933, -4.829], [3.453, -0.064, -4.759], [2.354, -0.396, -3.380], [4.090, -0.078, -3.095], [3.692, 3.937, -3.582], [3.735, 5.426, -1.602], [3.033, 4.534, 0.620], [2.219, 2.198, 0.765], [2.498, -0.201, -0.636], [0.117, 2.235, -1.642], [-3.544, -0.137, 1.546], [-5.161, 1.471, 0.619], [-4.460, 3.090, -1.101], [-2.232, 4.749, -3.405], [-3.208, 4.854, -1.921], [-3.639, 3.677, -3.188], [-2.085, -2.470, -0.888], [-3.839, -2.885, -2.553], [-3.734, -1.748, -4.771], [-1.810, -0.311, -5.300], [1.235, 1.467, -4.813], [-0.542, 1.651, -4.812], [0.227, 0.333, -5.744], [-4.310, -3.111, 1.223], [-4.102, -2.583, 2.931], [-2.926, -3.828, 3.480], [-3.338, -3.366, 0.801], [-4.707, -2.269, 0.659], [-4.987, -3.962, 1.127], [-3.388, -4.807, 3.606], [-2.538, -3.498, 4.442], [-2.100, -3.902, 2.774]]}

3.
{"formula": "C32H33FeZr", "method": "wB97M-V/def2-TZVPD", "homo_ev": -0.811, "lumo_ev": 2.1, "orbital_gap_ev": 2.9, "fmax_ev_per_a": 2.9, "total_charge": -1, "elements": ["C", "Zr", "C", "C", "C", "C", "C", "C", "C", "C", "C", "C", "C", "C", "C", "C", "C", "C", "C", "C", "C", "H", "H", "H", "H", "H", "H", "H", "H", "H", "H", "H", "H", "H", "H", "H", "H", "H", "H", "H", "H", "C", "C", "C", "C", "C", "C", "C", "Fe", "C", "C", "C", "C", "C", "H", "H", "H", "H", "H", "H", "H", "H", "H", "H", "H", "H", "H"], "coordinates": [[1.295, 1.556, 0.052], [0.614, -0.730, 0.045], [-0.799, -0.467, -1.631], [-0.887, -2.279, 1.302], [0.211, -2.000, 2.186], [0.100, -0.632, 2.636], [0.939, 0.176, 3.450], [0.598, 1.501, 3.649], [-0.549, 2.065, 3.035], [-1.365, 1.320, 2.204], [-1.065, -0.053, 1.992], [-1.650, -1.073, 1.148], [2.870, -1.670, 0.476], [2.043, -2.805, 0.169], [1.725, -2.774, -1.237], [0.927, -3.617, -2.055], [0.759, -3.286, -3.386], [1.345, -2.116, -3.933], [2.106, -1.258, -3.162], [2.329, -1.578, -1.795], [3.003, -0.881, -0.716], [2.086, 1.721, 0.807], [1.693, 1.792, -0.956], [0.439, 2.225, 0.264], [-1.377, -1.369, -1.894], [-1.541, 0.308, -1.365], [-0.322, -0.125, -2.567], [-1.152, -3.257, 0.903], [0.903, -2.716, 2.618], [1.822, -0.283, 3.904], [1.207, 2.133, 4.295], [-0.781, 3.112, 3.234], [-2.236, 1.747, 1.698], [-2.571, -0.945, 0.587], [3.371, -1.481, 1.423], [1.851, -3.664, 0.804], [0.481, -4.507, -1.605], [0.171, -3.927, -4.041], [1.184, -1.902, -4.990], [2.541, -0.335, -3.560], [3.592, 0.025, -0.844], [2.318, 4.786, 1.036], [2.485, 6.128, 0.495], [1.934, 6.611, -0.692], [2.111, 7.962, -1.294], [1.432, 7.988, -2.553], [0.881, 6.650, -2.805], [1.220, 5.808, -1.701], [2.839, 6.594, -2.477], [4.275, 5.239, -2.363], [4.783, 6.574, -2.103], [4.472, 7.404, -3.251], [3.772, 6.583, -4.222], [3.650, 5.246, -3.671], [3.061, 4.625, 1.840], [1.315, 4.647, 1.489], [2.452, 4.008, 0.261], [2.993, 6.867, 1.115], [2.592, 8.793, -0.785], [1.286, 8.859, -3.201], [0.257, 6.364, -3.657], [0.927, 4.781, -1.515], [4.434, 4.366, -1.737], [5.379, 6.872, -1.243], [4.796, 8.434, -3.404], [3.490, 6.889, -5.230], [3.259, 4.377, -4.196]]}

For reference, E_tot by record: -2680.30275, -5038.80459, -2549.83080 hartree.